1.
{
  "formula": "C3H4FNS",
  "method": "wB97M-V/def2-TZVPD",
  "homo_lumo_gap_ev": [7.183, 7.696],
  "homo_energy_ev": [-8.46, -8.84],
  "symbols": ["C", "C", "C", "N", "F", "S", "H", "H", "H", "H"],
  "xyz": [[-0.8853, 0.8616, -1.1524], [1.2300, -0.6508, 0.4444], [-0.8419, 1.0295, 0.2669], [-0.8833, 0.8375, -2.3062], [-1.7359, 1.7702, 0.9291], [0.4902, 0.6454, 1.2538], [0.0771, -1.2900, 0.1787], [1.7939, -1.4710, 0.9225], [1.6092, -0.3645, -0.4929], [-0.8539, -1.3678, -0.0439]],
  "nbo_charge": [0.150, -0.738, 0.083, -0.265, -0.293, 0.488, 0.059, 0.270, 0.233, 0.013]
}



2.
{
  "formula": "C6H9NO",
  "method": "wB97M-V/def2-TZVPD",
  "homo_lumo_gap_ev": 8.255,
  "smiles": "CC1=C[C@]2(O)[C@H](C)N12",
  "homo_energy_ev": -7.50,
  "symbols": ["C", "C", "C", "C", "O", "C", "C", "N", "H", "H", "H", "H", "H", "H", "H", "H", "H"],
  "xyz": [[1.2248, -0.8763, -1.9442], [0.4043, -0.7394, -0.7194], [-0.8510, -1.0869, -0.3931], [-0.7048, -0.6112, 1.0127], [-0.9974, -1.4205, 2.0351], [-0.0374, 0.6847, 1.1230], [-0.4863, 1.9310, 0.3894], [0.9693, -0.2084, 0.4875], [0.6497, -1.3130, -2.7587], [2.0902, -1.5109, -1.7415], [1.6094, 0.1013, -2.2417], [-1.6885, -1.5392, -0.8917], [-0.6784, -1.0427, 2.8677], [0.2692, 0.9024, 2.1487], [-1.3089, 2.4175, 0.9203], [0.3534, 2.6265, 0.3260], [-0.8175, 1.6850, -0.6201]],
  "nbo_charge": [-0.661, 0.256, -0.418, 0.471, -0.634, -0.101, -0.628, -0.538, 0.222, 0.236, 0.228, 0.227, 0.488, 0.200, 0.213, 0.218, 0.222]
}



3.
{
  "formula": "C34H38BrCl3N5O6RuSe2",
  "method": "wB97M-V/def2-TZVPD",
  "homo_lumo_gap_ev": [7.115, 6.206],
  "homo_energy_ev": [-6.84, -6.55],
  "spin_multiplicity": 2,
  "symbols": ["Ru", "O", "C", "C", "C", "O", "C", "Se", "C", "Se", "H", "H", "H", "H", "H", "H", "H", "H", "H", "H", "C", "N", "N", "C", "O", "C", "C", "C", "C", "C", "C", "C", "C", "C", "H", "H", "H", "H", "H", "H", "H", "H", "H", "H", "H", "H", "Br", "C", "C", "C", "C", "C", "N", "H", "H", "H", "H", "Cl", "C", "Cl", "Cl", "C", "O", "O", "C", "N", "N", "C", "O", "C", "C", "C", "C", "C", "C", "C", "C", "C", "H", "H", "H", "H", "H", "H", "H", "H", "H", "H", "H", "H"],
  "xyz": [[1.4611, 0.3642, 0.1253], [3.8864, 2.4989, 1.5601], [4.9887, 2.5645, 0.6800], [4.6604, 2.4791, -0.8172], [5.8599, 3.1649, -1.5096], [5.8295, 3.1314, -2.9246], [4.5766, 1.0664, -1.3808], [3.6424, -0.3340, -0.3805], [3.4176, 3.2870, -1.1700], [1.5803, 2.5862, -0.8597], [3.1064, 2.8488, 1.1047], [5.6650, 1.7500, 0.9588], [5.5233, 3.5108, 0.8496], [6.7899, 2.7179, -1.1329], [5.8685, 4.2227, -1.2405], [5.8915, 2.2163, -3.2142], [5.5872, 0.6483, -1.4510], [4.1364, 1.0888, -2.3780], [3.4436, 3.5054, -2.2362], [3.4526, 4.2421, -0.6387], [-5.0182, 1.6250, -3.2187], [-4.0016, 2.5180, -2.6587], [-3.4715, 2.0605, -1.4436], [-2.0830, 2.2454, -1.4287], [-1.3757, 2.0567, -0.4550], [-1.7609, 2.7486, -2.7514], [-2.9064, 2.8470, -3.4483], [-3.1118, 3.2204, -4.8758], [-4.2963, 2.0630, -0.2957], [-3.9990, 1.2052, 0.7564], [-4.8023, 1.2236, 1.8878], [-5.9019, 2.0670, 1.9691], [-6.1950, 2.9106, 0.9073], [-5.3907, 2.9185, -0.2221], [-5.8154, 1.4955, -2.4898], [-4.5983, 0.6473, -3.4680], [-5.4389, 2.0900, -4.1070], [-0.7623, 2.9994, -3.0661], [-2.1821, 3.6031, -5.2893], [-3.8840, 3.9842, -4.9737], [-3.4159, 2.3535, -5.4656], [-3.1552, 0.5346, 0.6789], [-4.5686, 0.5561, 2.7079], [-6.5290, 2.0668, 2.8508], [-7.0471, 3.5758, 0.9596], [-5.5973, 3.5904, -1.0446], [3.5641, -0.2887, 3.1667], [2.0249, 0.7723, 3.2213], [1.5872, 1.2050, 4.4640], [0.4527, 1.9881, 4.5447], [-0.2113, 2.3266, 3.3799], [0.2978, 1.8812, 2.1770], [1.4012, 1.1077, 2.0919], [2.1412, 0.9194, 5.3452], [0.0981, 2.3268, 5.5093], [-1.1026, 2.9359, 3.3820], [-0.1870, 2.1280, 1.2414], [-2.9953, -2.3163, -1.3762], [-1.4181, -1.8556, -2.0358], [-0.5106, -3.3268, -2.4301], [-1.6526, -0.8871, -3.5020], [-0.6163, -0.9828, -1.0025], [0.5487, -0.6679, -1.4102], [-1.1583, -0.6860, 0.0453], [-1.1988, -5.3649, 0.7598], [-0.4888, -4.4424, 1.6479], [0.5133, -3.6968, 1.0240], [0.4826, -2.3984, 1.4798], [1.3454, -1.5723, 1.1598], [-0.6348, -2.3221, 2.3780], [-1.2112, -3.5429, 2.4086], [-2.4760, -3.9714, 3.0649], [1.6640, -4.3475, 0.4975], [2.3802, -3.7293, -0.5190], [3.5240, -4.3400, -1.0081], [3.9369, -5.5670, -0.5085], [3.2083, -6.1797, 0.5024], [2.0772, -5.5673, 1.0182], [-0.4687, -5.9039, 0.1614], [-1.8836, -4.8365, 0.0914], [-1.7449, -6.0833, 1.3669], [-0.9548, -1.4256, 2.8820], [-2.8609, -3.1608, 3.6785], [-2.3200, -4.8485, 3.6938], [-3.2318, -4.2203, 2.3173], [2.0532, -2.7779, -0.9106], [4.0915, -3.8482, -1.7868], [4.8258, -6.0431, -0.9007], [3.5297, -7.1321, 0.9030], [1.5197, -6.0236, 1.8259]],
  "mulliken_spin": [0.851, 0.000, -0.003, 0.001, 0.000, 0.001, 0.004, 0.110, 0.003, -0.011, 0.001, -0.001, 0.000, 0.000, 0.000, 0.000, 0.002, 0.004, -0.001, 0.000, 0.000, 0.000, 0.000, -0.004, 0.003, 0.000, 0.001, 0.000, 0.000, 0.000, 0.000, 0.000, 0.000, 0.000, 0.000, 0.000, 0.000, 0.000, 0.000, 0.000, 0.000, -0.001, 0.000, 0.000, 0.000, 0.000, 0.003, 0.025, -0.005, 0.011, -0.013, -0.006, -0.004, -0.001, 0.001, -0.001, 0.024, 0.000, -0.004, 0.000, 0.000, 0.026, -0.001, -0.008, 0.000, 0.000, -0.002, -0.003, -0.002, 0.000, 0.001, 0.000, 0.003, 0.004, -0.001, 0.001, 0.000, 0.000, 0.000, 0.000, 0.000, 0.001, 0.000, 0.000, 0.000, -0.009, -0.001, 0.000, 0.000, 0.000]
}



4.
{
  "formula": "C26H42GeN5O3Ru",
  "method": "wB97M-V/def2-TZVPD",
  "homo_lumo_gap_ev": [8.130, 6.085],
  "homo_energy_ev": [-14.42, -14.38],
  "spin_multiplicity": 6,
  "charge": 2,
  "symbols": ["Ru", "N", "C", "C", "N", "C", "C", "N", "C", "C", "N", "H", "H", "H", "H", "H", "H", "H", "H", "H", "H", "H", "H", "H", "H", "H", "H", "H", "H", "C", "C", "C", "C", "O", "H", "H", "H", "H", "H", "H", "H", "H", "H", "Ge", "C", "C", "C", "C", "C", "C", "C", "C", "C", "C", "C", "C", "H", "H", "H", "H", "H", "H", "H", "H", "H", "H", "H", "O", "C", "C", "C", "C", "O", "N", "H", "H", "H", "H"],
  "xyz": [[0.3801, -0.8889, 0.1848], [0.2968, -1.0662, 2.5174], [1.2481, -2.0838, 2.9616], [0.8284, -3.4103, 2.3648], [0.6258, -3.2880, 0.9021], [-0.6116, -3.9820, 0.4876], [-1.8716, -3.2889, 0.9937], [-1.8770, -1.8578, 0.6335], [1.8171, -3.8140, 0.2108], [1.8379, -3.4536, -1.2582], [1.6515, -2.0032, -1.3891], [0.5891, -0.1285, 2.8385], [-0.6305, -1.2542, 2.8823], [1.2872, -2.1559, 4.0497], [2.2412, -1.7836, 2.6207], [-0.1026, -3.7178, 2.8375], [1.5493, -4.2004, 2.5840], [-0.6025, -5.0142, 0.8575], [-0.6410, -4.0334, -0.5993], [-1.9412, -3.3699, 2.0778], [-2.7478, -3.8044, 0.5987], [-2.5114, -1.3439, 1.2383], [-2.2554, -1.7352, -0.3011], [1.8883, -4.9009, 0.3359], [2.6884, -3.3741, 0.7016], [1.0475, -3.9745, -1.7967], [2.7781, -3.7760, -1.7049], [1.2913, -1.7779, -2.3073], [2.5391, -1.4712, -1.3185], [-2.6149, 0.2255, -3.0754], [-1.3710, -0.6254, -2.8803], [-0.3020, -0.2751, -3.8971], [-1.7046, -2.1082, -2.9314], [-0.9190, -0.3602, -1.4758], [-3.0983, -0.0476, -4.0149], [-2.3599, 1.2873, -3.1331], [-3.3290, 0.0802, -2.2650], [-0.7974, -0.2038, -4.8684], [0.4619, -1.0452, -4.0106], [0.1788, 0.6845, -3.7138], [-2.0339, -2.3585, -3.9424], [-2.5216, -2.3755, -2.2595], [-0.8321, -2.7232, -2.7084], [-0.7007, 1.4117, -0.8853], [-2.4190, 2.0129, -0.1899], [-2.8345, 1.5550, 1.0551], [-4.0295, 1.9801, 1.6186], [-4.8279, 2.8783, 0.9273], [-4.4210, 3.3543, -0.3134], [-3.2270, 2.9197, -0.8667], [0.6197, 2.8913, 0.2144], [1.6310, 3.3633, -0.5811], [2.2134, 4.5678, -0.1797], [1.7941, 5.1908, 0.9866], [0.7832, 4.6372, 1.7599], [0.1793, 3.4351, 1.3851], [-0.1359, 2.0116, -2.1783], [-2.1886, 0.8905, 1.6297], [-4.3325, 1.6247, 2.5949], [-5.7628, 3.2132, 1.3572], [-5.0366, 4.0637, -0.8500], [-2.9264, 3.3069, -1.8355], [1.9309, 2.8955, -1.5101], [2.9818, 5.0139, -0.7984], [2.2559, 6.1190, 1.2957], [0.4531, 5.1280, 2.6665], [-0.6235, 3.0089, 1.9696], [1.5879, 1.2204, 2.7456], [2.4034, 1.1036, 1.8418], [3.7396, 1.8017, 1.8424], [4.3964, 1.3389, 0.5568], [3.3822, 0.4029, -0.0628], [3.5757, -0.1899, -1.1142], [2.2323, 0.3229, 0.7061], [4.2741, 1.5163, 2.7475], [3.5564, 2.8755, 1.9018], [5.3307, 0.7957, 0.6948], [4.5949, 2.1362, -0.1599]],
  "mulliken_spin": [3.796, 0.160, 0.010, -0.002, 0.175, -0.012, 0.011, 0.121, -0.005, 0.007, 0.200, -0.012, -0.007, 0.006, 0.005, 0.002, 0.001, 0.009, -0.015, -0.002, 0.005, 0.005, -0.013, 0.010, -0.008, 0.000, 0.006, -0.018, -0.015, 0.002, -0.010, 0.000, 0.015, 0.044, 0.000, 0.003, 0.000, 0.001, -0.004, 0.003, 0.001, -0.001, 0.001, 0.090, -0.001, -0.009, -0.001, 0.002, -0.002, -0.013, 0.139, 0.018, 0.014, -0.005, 0.014, 0.014, 0.041, 0.024, 0.000, 0.000, 0.000, 0.001, 0.008, 0.003, 0.000, 0.002, 0.013, 0.015, 0.007, 0.008, 0.010, 0.036, 0.010, 0.088, 0.000, 0.000, 0.001, 0.000]
}



5.
{
  "formula": "CH3IOS2",
  "method": "wB97M-V/def2-TZVPD",
  "homo_lumo_gap_ev": 8.222,
  "smiles": "COSSI",
  "homo_energy_ev": -9.12,
  "symbols": ["C", "O", "S", "S", "I", "H", "H", "H"],
  "xyz": [[0.7679, -0.2800, 0.3956], [1.1170, 0.5086, -0.7672], [1.9802, 1.8314, -0.6342], [0.7090, 3.5434, -0.5515], [0.1726, 4.4341, -2.7196], [1.5263, -1.1831, 0.5306], [-0.2703, -0.7796, 0.4026], [0.7818, 0.5126, 1.2179]],
  "nbo_charge": [-0.276, -0.707, 0.505, -0.170, 0.051, 0.196, 0.207, 0.194]
}



What are the relative energy (zero: lowest compared OMol25 entry of this formula, charge and spin) values for these records? In order: 4.852, 3.361, 0.142, 2.713, 0.750 eV.